Record 1
A single C5H8 molecule, computed with ωB97M-V/def2-TZVPD.

```
13
Properties=species:S:1:pos:R:3:forces:R:3
C 0.8564 0.1661 0.7368 0.001 -0.350 -0.028
C 0.8644 -0.7979 -0.5468 0.009 0.179 0.205
C -0.5086 -0.5706 -1.1274 -0.084 0.195 0.096
C -1.2645 0.2623 -0.4167 0.079 -0.018 -0.108
C -0.5265 0.8588 0.7567 0.012 -0.039 0.086
H 1.6010 0.9211 1.0514 0.302 -0.592 -1.110
H 0.8754 -0.5530 1.5553 -0.057 0.142 0.182
H 1.5840 -0.7680 -1.3819 0.227 0.685 0.632
H 0.9694 -1.8250 -0.1621 -0.099 0.214 -0.166
H -0.7832 -0.9700 -2.1032 -0.061 -0.080 0.313
H -2.2326 0.6206 -0.7563 0.036 -0.134 0.219
H -0.5318 1.9525 0.6301 0.406 -0.219 0.036
H -0.8854 0.6831 1.7770 -0.774 0.016 -0.357
```
Positions in Å, forces in eV/Å.

Net charge   0
Relative energy (zero: lowest compared OMol25 entry of this formula, charge and spin)   13.1 kcal per mole
DFT total energy   -5313.598 eV
SMILES   C1=CCCC1
LUMO energy   1.2 eV
Gap between HOMO and LUMO   10.250 eV

***

Record 2
2 unconnected molecules or ions with the total composition C5H10O2, computed with ωB97M-V/def2-TZVPD.

```
17
Properties=species:S:1:pos:R:3:forces:R:3
C -0.3091 -0.0770 0.0816 0.123 -0.772 0.072
C -1.0475 -1.1800 -0.6815 0.043 0.231 0.075
C 0.2431 0.9608 -0.8916 0.256 -0.234 0.397
C -1.2342 0.5794 1.1014 0.321 -0.178 -0.010
C 2.8903 -0.3788 0.5663 0.824 -1.007 -0.158
O 2.8309 -1.3476 -0.0619 -0.401 -0.227 -0.454
O 3.0758 0.5326 1.2378 -0.265 1.223 0.581
H 0.5165 -0.6412 0.5944 -0.591 0.861 -0.154
H -1.8715 -0.7526 -1.2504 -0.128 -0.011 -0.129
H -0.3728 -1.6881 -1.3678 0.009 -0.048 -0.110
H -0.5695 1.4268 -1.4466 -0.052 -0.035 -0.134
H -2.0836 1.0374 0.5969 -0.089 0.058 -0.074
H -1.6182 -0.1536 1.8081 -0.047 -0.025 0.098
H -1.4551 -1.9202 0.0042 -0.051 -0.077 0.049
H 0.9432 0.4949 -1.5831 -0.023 0.043 -0.218
H 0.7711 1.7512 -0.3615 0.071 0.114 0.057
H -0.7096 1.3561 1.6537 0.002 0.085 0.112
```
Positions in Å, forces in eV/Å.

Net charge   0
Relative energy (zero: lowest compared OMol25 entry of this formula, charge and spin)   0.0 kcal per mole
DFT total energy   -9443.043 eV
SMILES   CC(C)C.O=C=O
LUMO energy   0.6 eV
Gap between HOMO and LUMO   11.999 eV

***

Record 3
4 unconnected molecules or ions with the total composition C21H18ClF4O8PS, computed with ωB97M-V/def2-TZVPD.

```
54
Properties=species:S:1:pos:R:3:forces:R:3
O -1.4882 -1.6447 1.5058 0.322 -0.101 0.079
S -1.4065 -2.0818 0.1267 -0.185 -0.004 -0.121
O -1.7470 -3.4350 -0.2462 0.074 -0.054 0.084
P -2.5377 -0.4808 -1.1068 -0.135 0.537 -0.448
Cl -3.3454 1.0642 -2.4086 0.032 -0.152 0.135
C -3.9978 -0.6636 -0.0306 -0.182 0.092 0.138
C -4.5782 -2.0609 0.0809 -0.050 0.107 0.096
F -4.7285 -2.5704 -1.2014 -0.044 -0.105 -0.142
C 0.4203 -1.9210 -0.3645 -0.036 -0.006 0.099
F 1.1646 -1.5053 0.6506 0.002 0.025 0.002
F 0.9033 -3.0621 -0.8231 -0.038 0.084 0.002
F 0.4921 -0.9933 -1.3483 0.037 -0.212 -0.045
H -2.2958 -1.2594 -2.2304 -0.029 -0.217 0.048
H -1.5733 0.4185 -0.6748 0.069 -0.006 0.137
H -3.7144 -0.2896 0.9588 0.052 -0.104 -0.069
H -4.7356 0.0115 -0.4631 0.055 -0.034 0.041
H -5.5642 -1.9911 0.5427 0.038 -0.002 -0.012
H -3.9706 -2.7502 0.6606 0.071 0.030 -0.045
C -2.4415 -2.4305 4.3924 -0.136 0.053 -0.060
C -1.9880 -2.9953 5.5082 0.007 0.016 0.018
C -2.8882 -3.2805 6.6531 -0.026 0.015 -0.017
O -2.4766 -3.7893 7.6726 0.009 -0.004 0.002
C -4.3227 -2.9155 6.5055 0.006 -0.007 -0.006
C -4.7818 -2.3591 5.3887 0.012 0.008 -0.011
C -3.8780 -2.0807 4.2435 -0.005 -0.053 0.027
O -4.3085 -1.5942 3.2159 -0.024 0.005 0.010
H -1.8251 -2.2039 3.5331 0.059 -0.039 0.054
H -0.9494 -3.2699 5.6425 -0.003 -0.003 0.006
H -4.9565 -3.1345 7.3554 0.007 -0.003 0.005
H -5.8213 -2.0888 5.2525 0.001 0.008 -0.004
C -0.1800 4.5456 -1.2868 0.004 -0.004 -0.002
C 0.8064 4.9540 -2.0802 0.017 -0.002 0.022
C 1.8154 4.0016 -2.6144 -0.052 -0.030 -0.005
O 2.7141 4.3846 -3.3342 -0.002 -0.018 0.010
C 1.6785 2.5691 -2.2426 0.008 0.043 -0.031
C 0.6913 2.1663 -1.4491 -0.065 0.118 -0.006
C -0.3103 3.1169 -0.9126 -0.013 -0.047 0.017
O -1.2090 2.7264 -0.1947 -0.006 0.014 0.012
H -0.9275 5.2167 -0.8840 -0.005 -0.003 0.001
H 0.9295 5.9882 -2.3754 0.008 -0.002 -0.008
H 2.4051 1.8820 -2.6583 -0.013 -0.020 -0.015
H 0.5527 1.1354 -1.1596 0.121 0.044 -0.017
C 6.0611 -0.1785 -2.8659 -0.004 0.000 -0.029
C 7.2520 0.3786 -2.6671 -0.004 0.012 0.007
C 7.4833 1.8232 -2.9351 -0.022 -0.011 -0.006
O 8.5684 2.3278 -2.7481 0.005 0.003 0.003
C 6.3351 2.6192 -3.4397 0.026 -0.031 0.001
C 5.1465 2.0601 -3.6495 0.053 0.021 -0.024
C 4.9155 0.6227 -3.3645 -0.003 0.032 0.029
O 3.8179 0.1243 -3.5152 -0.013 -0.007 0.034
H 5.8620 -1.2248 -2.6717 -0.006 -0.001 -0.010
H 8.1053 -0.1772 -2.2998 0.005 0.007 0.000
H 6.5271 3.6682 -3.6263 0.006 -0.002 -0.002
H 4.3000 2.6266 -4.0169 -0.004 0.008 0.016
```
Positions in Å, forces in eV/Å.

Net charge   0
DFT total energy   -81960.985 eV
SMILES   O=S(=O)([PH2](Cl)CCF)C(F)(F)F.O=C1C=CC(=O)C=C1.O=C1C=CC(=O)C=C1.O=C1C=CC(=O)C=C1
LUMO energy   -1.8 eV
Gap between HOMO and LUMO   8.054 eV

***

Record 4
2 unconnected molecules or ions with the total composition CH5NO, computed with ωB97M-V/def2-TZVPD.

```
8
Properties=species:S:1:pos:R:3:forces:R:3
C -2.3181 -0.0946 -0.0055 2.045 -1.395 1.716
H 1.0200 1.3355 0.3678 0.772 -0.873 0.061
H -2.0505 -1.0747 -0.5363 -0.732 1.381 0.874
H -3.3672 0.0721 0.1798 -0.318 -0.070 -0.439
H -1.8216 0.7037 -0.5480 -0.285 0.160 -0.060
H -1.8312 -0.1223 1.0675 -0.774 -0.073 -2.077
N 0.9166 0.4048 -0.1363 4.570 -4.055 0.511
O 1.9428 -0.3975 0.0570 -5.278 4.926 -0.586
```
Positions in Å, forces in eV/Å.

Net charge   0
Relative energy (zero: lowest compared OMol25 entry of this formula, charge and spin)   78.1 kcal per mole
DFT total energy   -4651.996 eV
SMILES   N=O.C
LUMO energy   -1.2 eV
Gap between HOMO and LUMO   9.015 eV

***

Record 5
2 unconnected molecules or ions with the total composition C5H12O3, computed with ωB97M-V/def2-TZVPD.

```
20
Properties=species:S:1:pos:R:3:forces:R:3
O 0.4455 -1.5041 2.7646 1.130 -0.449 0.027
C 0.2256 -1.3063 1.6105 -2.456 1.042 -0.704
C -1.2013 -1.0492 1.0773 -0.002 -1.674 2.453
C -1.0861 -0.1864 -0.1521 0.855 -0.247 0.394
C -0.6462 1.1995 0.2573 0.323 1.243 -2.310
C -0.0487 1.9621 -1.0024 -2.021 -2.421 -0.118
O -0.3262 1.0644 -2.0715 -0.238 1.185 -2.443
H 0.8864 -1.0428 0.7634 1.315 -0.545 0.560
H -1.7196 -2.0155 0.9561 0.391 0.054 -0.617
H -1.6986 -0.7671 2.0741 0.232 0.809 -1.806
H -0.2472 -0.5864 -0.8691 -2.198 -0.405 1.778
H -2.0487 -0.0103 -0.6309 0.356 -0.800 -0.538
H 0.1713 1.2665 0.9229 0.098 -0.136 1.815
H -1.5868 1.6833 0.4448 0.094 0.674 1.320
H -0.7066 2.8380 -1.1911 1.392 -0.135 -0.023
H 1.0266 1.9911 -0.9887 0.385 1.298 0.524
H 0.1799 0.2547 -1.9971 0.280 0.547 -0.268
H 3.3531 -1.3730 -0.1007 0.229 -0.403 1.540
H 2.0259 -1.2454 -0.9254 1.079 -0.142 0.338
O 3.0016 -1.1731 -0.9421 -1.245 0.504 -1.921
```
Positions in Å, forces in eV/Å.

Net charge   0
Relative energy (zero: lowest compared OMol25 entry of this formula, charge and spin)   80.3 kcal per mole
DFT total energy   -11519.282 eV
SMILES   O=CCCCCO.O
LUMO energy   0.5 eV
Gap between HOMO and LUMO   10.510 eV

***

Record 6
A gas-phase ion, C4H8N3S (charge +1), computed with ωB97M-V/def2-TZVPD.

```
16
Properties=species:S:1:pos:R:3:forces:R:3
C 0.0899 1.3000 -0.1012 -3.780 0.803 -0.179
C 1.1354 -0.6824 -0.0034 0.825 -2.477 0.688
C 2.3914 1.4787 -0.0146 2.745 -0.147 -4.644
C -2.3844 -1.4722 -0.2312 -1.863 -1.587 -1.355
N -0.0890 -1.3213 -0.0291 0.155 -0.740 -1.153
N 1.1537 0.7073 0.0285 0.797 1.084 -0.434
N -1.2757 -0.8705 0.2781 3.011 2.810 1.919
S 2.5344 -1.5087 -0.0583 -0.168 -0.491 -0.067
H -0.2092 2.3209 -0.2246 0.269 0.532 0.189
H 2.4469 2.2612 -0.9067 -0.790 -1.526 2.126
H 2.5966 1.8744 0.8987 0.243 1.427 2.567
H 3.2668 0.8073 -0.2609 -1.262 0.499 0.369
H -2.1681 -1.9307 -1.1829 -0.319 -0.327 -0.594
H -3.2141 -0.7955 -0.2885 -0.081 1.075 -0.542
H -2.9309 -2.1907 0.3812 0.848 -0.633 0.688
H 0.0585 -2.1523 -0.6133 -0.628 -0.302 0.419
```
Positions in Å, forces in eV/Å.

Net charge   +1
Relative energy (zero: lowest compared OMol25 entry of this formula, charge and spin)   166.1 kcal per mole
DFT total energy   -19570.053 eV
LUMO energy (alpha / beta)   -5.9 / -5.9 eV
Gap between HOMO and LUMO (alpha / beta)   6.474 / 7.589 eV

***

Record 7
2 unconnected molecules or ions with the total composition C3H7OS, computed with ωB97M-V/def2-TZVPD.

```
12
Properties=species:S:1:pos:R:3:forces:R:3
C -0.0481 2.4020 -0.2502 -0.384 1.515 -0.940
S -0.5408 1.6165 1.3390 -0.006 0.245 -0.524
H -0.8734 2.5790 -1.0218 0.398 -0.246 1.196
H 0.6066 1.7164 -0.8374 0.287 0.803 0.540
H 0.3722 3.5031 -0.1035 -0.271 -2.363 -0.335
O 0.6782 -2.5552 -1.8669 -0.604 2.281 1.617
C 0.3008 -1.6573 -1.0741 0.925 -5.095 -0.538
C 0.1874 -1.8952 0.4212 2.178 1.511 0.063
H -0.0230 -0.7414 -1.4707 -0.480 1.716 -0.426
H -0.8302 -2.1175 0.7025 -0.295 -0.317 0.054
H 0.9853 -2.6195 0.8487 -1.569 1.018 -0.958
H 0.3495 -0.8393 0.8127 -0.180 -1.068 0.252
```
Positions in Å, forces in eV/Å.

Net charge   -1
Relative energy (zero: lowest compared OMol25 entry of this formula, charge and spin)   29.1 kcal per mole
DFT total energy   -16107.015 eV
LUMO energy   4.0 eV
Gap between HOMO and LUMO   6.478 eV

***

Record 8
A gas-phase ion, HNO7P (charge -1), computed with ωB97M-V/def2-TZVPD.

```
10
Properties=species:S:1:pos:R:3:forces:R:3
N 1.2703 -2.6173 1.0804 0.948 0.332 -1.717
O -0.5573 -0.8558 -1.0653 0.023 -0.262 -1.166
O 0.7959 -3.1099 0.0947 -0.875 -1.556 -1.281
O 2.0499 -3.1899 1.7919 0.658 -0.140 1.696
O -1.5227 -2.1726 1.0536 -1.534 -1.090 0.502
O -0.1722 1.1333 0.5085 1.117 0.442 0.104
O 1.0361 -1.3538 1.2206 -1.305 1.440 0.712
O -1.1124 0.2298 1.0850 -0.165 1.153 1.049
P -0.8758 -1.1193 0.3212 1.364 -1.479 0.099
H 0.5816 0.5055 0.3526 -0.231 1.159 0.002
```
Positions in Å, forces in eV/Å.

Net charge   -1
Relative energy (zero: lowest compared OMol25 entry of this formula, charge and spin)   15.0 kcal per mole
DFT total energy   -25125.391 eV
SMILES   O=[N+]([O-])O[P@@](=O)([O-])OO
LUMO energy   3.9 eV
Gap between HOMO and LUMO   10.204 eV